Entry 1:
This record from the Open Molecules 2025 dataset describes the ion C35H31NOP with charge +1. The level of theory is the ωB97M-V functional and the def2-TZVPD basis.

```
69
Properties=species:S:1:pos:R:3:forces:R:3
C 3.14391 1.45354 -0.53411 0.557 0.332 0.094
H -4.29723 -4.18048 -2.24092 -0.382 0.210 0.127
H -1.46896 -0.80744 4.15824 -0.331 0.358 -0.137
C 5.46244 0.86760 -1.09496 -0.416 -0.691 -0.286
H 2.41090 2.17428 -0.15982 0.382 -0.133 -0.034
H -2.52987 -3.58952 -1.29696 0.027 0.438 -0.011
H -3.33485 0.30068 5.35343 0.065 0.071 -0.294
H 2.03484 2.78079 5.23514 0.095 -0.126 -0.353
H -4.39844 2.34440 4.40741 0.300 -0.067 -0.205
C 1.14846 1.56103 3.69975 0.143 -0.053 -0.329
H 1.70796 -1.29055 3.84409 -0.187 -0.465 -0.108
C -4.97981 -3.45290 -1.77145 0.321 0.432 -0.277
C -2.01351 1.79022 2.00359 0.044 -0.289 0.279
H -1.60911 2.23345 1.08745 -0.276 -0.082 0.335
C 3.53451 1.97766 3.89112 -0.193 -0.177 -0.169
H 5.79723 -1.15995 -1.83972 -0.228 0.390 0.092
C 5.07136 -0.41712 -1.49658 0.264 0.582 0.053
C -0.03363 -4.22314 3.95742 0.076 0.333 -0.063
C -0.99340 -3.93859 2.97903 0.055 0.127 0.008
C 3.77273 1.08878 2.83767 -0.084 -0.050 0.254
H -3.93022 0.38215 -2.32862 0.360 -0.199 0.086
C -2.98896 0.71033 4.40429 0.174 0.005 -0.221
H 0.12221 1.70022 4.05225 0.484 0.175 -0.102
C 0.06655 -1.79358 2.52181 -0.151 -0.627 0.239
H -1.78444 -4.66142 2.77070 0.231 0.243 0.046
C 1.38675 0.71939 2.59388 0.460 0.053 0.370
H -6.00089 -3.61446 -2.12212 0.244 0.053 0.054
C 1.76573 -1.86510 -1.22372 0.317 0.937 0.481
C 0.98105 -2.05695 3.56285 -0.108 0.083 -0.199
H 6.51112 1.15840 -1.14195 -0.280 -0.088 0.015
C 2.22753 2.16649 4.35259 -0.174 -0.078 -0.013
H -3.45876 3.35652 2.32829 0.068 -0.292 0.024
C -3.05398 2.41632 2.70302 0.071 0.011 -0.177
C -3.56866 1.86861 3.88202 0.395 -0.172 -0.153
P 0.03413 -0.14190 1.75292 0.356 -0.241 2.214
C 1.52696 -0.61659 -0.65168 -0.268 -0.031 -0.344
C -1.28337 -1.94516 -0.70852 0.045 -0.211 -0.315
C -1.94243 0.08030 3.72639 0.203 -0.056 -0.297
O -4.63694 -2.10131 -2.17754 0.395 -0.371 0.094
C 3.66801 -3.10635 -2.26169 -0.212 -0.412 -0.415
C 3.71254 -0.72415 -1.41049 -0.624 -0.538 0.610
H -1.77159 -2.47892 1.59045 0.280 -0.187 0.288
H 4.81856 2.78624 -0.36206 -0.062 -0.127 -0.102
C -3.15260 -0.25946 -1.90618 -0.326 -0.614 0.140
H -0.55439 -2.59387 -0.23043 -0.215 0.049 -0.176
C 2.74593 0.15533 -0.84813 0.149 -0.688 -0.145
H 1.62267 -3.41577 5.10414 -0.200 -0.012 -0.344
C -3.39450 -1.65176 -1.84015 0.108 -0.288 0.643
H 0.27226 1.03656 -0.24436 -0.107 0.146 0.101
H 1.07853 -2.67921 -1.43240 0.352 0.147 0.183
H 4.37181 2.49287 4.36770 -0.322 -0.161 -0.139
C -0.96969 -2.72314 2.29057 0.206 -0.021 0.089
C 0.92426 -3.25638 4.27926 -0.134 0.027 -0.170
H -4.93716 -3.55523 -0.67385 0.032 0.112 -0.374
C -2.39535 -2.50662 -1.32094 -0.677 0.310 0.132
C -1.99539 0.25697 -1.34484 0.179 -0.015 0.010
C -1.45922 0.59405 2.50026 -0.555 0.472 -0.099
C 0.22097 -0.03846 -0.05495 -0.202 -0.384 -1.299
H 3.22347 -3.27637 -3.25992 0.199 0.119 0.410
H 3.49235 -4.00547 -1.65292 0.173 0.296 -0.154
H 4.74275 -2.95764 -2.39787 -0.283 -0.048 0.144
C 2.71184 0.40133 2.25309 -0.122 0.171 -0.139
H 2.90116 -0.38600 1.52103 0.047 0.417 0.183
N 3.07856 -1.94659 -1.62365 -0.209 0.378 -0.131
C 4.49840 1.78840 -0.65054 -0.612 0.115 0.058
H 4.78580 0.91508 2.47439 -0.258 -0.028 0.189
H -0.04990 -5.17750 4.48989 -0.051 0.363 -0.172
C -1.07347 -0.57807 -0.69423 0.501 0.324 -0.195
H -1.79745 1.32841 -1.42118 -0.106 -0.256 0.100
```
Forces are in eV/Å.

Values from the calculation:
- 2S+1 = 1
- charge = +1
- E (Ha) = -1823.45414
- LUMO level (eV) = -2.35
- highest occupied orbital energy (eV) = -10.40
- largest force on an atom (eV/Å) = 2.26

The molecule's Löwdin atomic charges, reported in e, are given here: atom 1 (C): -0.048, atom 2 (H): 0.091, atom 3 (H): 0.111, atom 4 (C): -0.075, atom 5 (H): 0.117, atom 6 (H): 0.110, atom 7 (H): 0.116, atom 8 (H): 0.114, atom 9 (H): 0.117, atom 10 (C): -0.054, atom 11 (H): 0.104, atom 12 (C): -0.051, atom 13 (C): -0.065, atom 14 (H): 0.109, atom 15 (C): -0.051, atom 16 (H): 0.108, atom 17 (C): -0.003, atom 18 (C): -0.055, atom 19 (C): -0.056, atom 20 (C): -0.054, atom 21 (H): 0.129, atom 22 (C): -0.055, atom 23 (H): 0.105, atom 24 (C): -0.288, atom 25 (H): 0.114, atom 26 (C): -0.303, atom 27 (H): 0.097, atom 28 (C): 0.007, atom 29 (C): -0.061, atom 30 (H): 0.107, atom 31 (C): -0.058, atom 32 (H): 0.114, atom 33 (C): -0.059, atom 34 (C): -0.054, atom 35 (P): 1.179, atom 36 (C): -0.136, atom 37 (C): -0.096, atom 38 (C): -0.071, atom 39 (O): -0.081, atom 40 (C): -0.011, atom 41 (C): -0.162, atom 42 (H): 0.103, atom 43 (H): 0.106, atom 44 (C): 0.021, atom 45 (H): 0.096, atom 46 (C): -0.164, atom 47 (H): 0.116, atom 48 (C): -0.254, atom 49 (H): 0.121, atom 50 (H): 0.127, atom 51 (H): 0.116, atom 52 (C): -0.092, atom 53 (C): -0.054, atom 54 (H): 0.101, atom 55 (C): 0.004, atom 56 (C): -0.027, atom 57 (C): -0.293, atom 58 (C): -0.253, atom 59 (H): 0.103, atom 60 (H): 0.099, atom 61 (H): 0.082, atom 62 (C): -0.102, atom 63 (H): 0.115, atom 64 (N): -0.098, atom 65 (C): -0.087, atom 66 (H): 0.117, atom 67 (H): 0.116, atom 68 (C): -0.240, atom 69 (H): 0.120



Entry 2:
This record from the Open Molecules 2025 dataset describes a cluster of 14 separate species, C36H65F6N2O22S2 in total. The level of theory is the ωB97M-V functional and the def2-TZVPD basis.

```
133
Properties=species:S:1:pos:R:3:forces:R:3
H -2.01775 -2.87677 1.98783 -0.382 0.234 -0.470
H 2.43800 -3.21154 2.12484 -0.048 -0.067 -0.032
H 2.78892 2.07186 -3.15366 -0.019 -0.054 -0.224
O -0.76075 -4.30716 -5.83833 0.177 -0.169 0.179
O -0.85065 4.25034 -1.74201 0.392 -0.408 -0.442
O 3.77465 3.60976 -2.19865 0.788 0.330 -0.262
C 4.65435 0.24782 0.37212 1.214 0.344 -0.480
H -1.18898 -0.53201 5.17737 -0.235 0.048 -0.036
H 1.65875 0.31743 -5.16500 -0.411 -0.263 0.196
C 1.65547 -3.22111 1.37501 -1.014 0.728 -0.358
O -7.21771 1.67889 -3.12133 0.418 0.208 -0.465
O 0.64401 6.34709 6.33013 -0.285 -0.184 -0.191
C 0.48528 -4.31989 -0.37683 0.670 -0.424 1.106
H -0.40903 -2.01960 4.59433 0.012 0.049 0.273
S 0.90921 1.47085 0.22785 2.335 0.039 1.587
C 1.88661 -4.07500 0.17854 1.278 0.105 -0.811
O -1.30223 5.50579 5.65711 -0.748 0.242 0.338
H 0.40119 3.78975 7.49868 0.213 0.136 -0.007
H -3.82729 2.48052 -4.36665 0.053 -0.339 0.076
H 1.36577 -2.21095 1.06627 0.377 0.109 0.285
H -1.90984 2.34663 -0.14044 -0.902 0.325 0.331
O -5.50568 -6.98102 -1.18816 0.579 0.402 0.361
H 4.40030 0.57726 -0.63713 -0.724 -0.178 0.106
C -4.31174 -4.33085 0.63747 -0.313 0.908 0.037
H 5.65555 -1.18812 4.68360 0.237 0.161 -0.122
H -3.06463 2.11274 2.00348 0.203 0.074 0.029
O 1.00926 -0.14247 -2.07287 -0.639 0.098 0.871
C -4.03910 -3.73763 -0.75220 0.019 -0.885 0.370
H -3.28271 -1.48628 1.98541 -0.021 -0.619 -0.613
F -2.76318 -0.09650 -1.73969 -0.023 0.048 0.356
O -3.96224 -3.45216 3.86608 -0.017 0.375 -0.080
C 0.24425 5.10861 -1.90082 0.000 1.433 0.840
H 7.29171 0.50977 -0.80119 0.306 0.004 0.043
C -4.95733 -5.97689 -0.79233 -0.723 -0.257 -2.003
C 3.80313 -0.92420 3.75253 -0.283 0.649 0.397
H -4.82716 -3.01258 -0.94949 0.225 0.143 -0.326
H -0.48251 3.36214 -1.56741 -0.561 0.646 -0.173
H 0.17036 -3.49640 -1.01378 -0.236 -0.116 -0.023
H 3.20876 -3.32274 -5.75576 0.209 0.395 -0.461
H -4.87343 -3.59504 1.21048 -0.122 -0.384 0.312
C -4.13456 -4.99381 -1.62343 0.369 0.130 0.303
C -0.06310 5.39248 6.14497 1.244 0.625 0.696
C -3.09279 -2.63181 3.76216 0.069 -0.471 -0.310
F -0.53071 2.58426 2.16271 -0.102 -0.124 0.136
H -3.11404 -5.36969 -1.71657 -0.156 -0.317 -0.401
H 2.35697 -4.98578 0.55670 -0.106 -0.232 -0.423
N -0.36563 1.76067 -0.66672 1.546 -2.182 -1.462
O -2.78213 2.76668 0.03060 0.017 -0.295 0.069
H -1.22963 2.33979 6.36132 0.276 -0.111 -0.068
C 1.00967 0.79062 -5.91373 1.815 0.615 1.170
C -1.58438 -0.56648 -1.38325 0.927 -0.479 0.212
O -0.64037 1.30352 -3.12213 -0.103 -0.691 0.785
F 1.56779 2.53142 2.64938 -0.033 -0.115 -0.533
C 3.03456 0.20803 3.59147 -0.321 -0.707 0.039
C 2.29811 -2.72852 -5.70827 -0.411 -1.151 0.046
H -0.56661 2.94546 4.80570 -0.298 -0.351 0.028
H 2.54883 -3.13217 -3.58990 -0.316 -0.463 -0.094
H 2.18507 3.70856 -3.50588 -0.147 -0.177 -0.002
H 0.07107 -3.51650 -3.33579 0.372 -0.231 -0.006
H -8.06727 1.74765 -2.68390 0.016 -0.087 0.126
H -3.66576 1.00302 0.79549 -0.045 -0.044 -0.283
H -4.48851 2.54681 1.10833 -0.076 -0.029 -0.218
H 3.65361 3.19563 -4.25136 0.542 -0.037 0.338
O -2.43387 -2.16708 4.83437 0.030 0.270 1.046
F -1.50272 -0.79933 -0.07023 -0.492 0.687 -0.012
O 0.46733 -3.83794 1.92234 -0.400 0.340 0.780
H -2.72415 4.15734 6.51935 0.154 0.608 0.203
H 0.43832 -5.30536 -0.83370 -0.389 0.237 -0.433
H -0.01534 0.49586 -5.71154 -0.047 -0.112 -0.687
O 1.55082 0.50529 -7.19326 -0.824 -0.350 -0.579
C -1.99288 4.26196 5.71769 0.605 -1.041 -0.996
H -0.57883 -1.06745 2.41957 0.171 0.021 0.334
H 3.26877 3.43280 -1.39919 -0.213 -0.299 -0.132
H -4.75397 3.82079 -3.13944 -0.080 0.256 0.272
H 5.88010 1.28974 4.88198 -0.110 0.196 -0.048
H 1.19929 4.61132 -1.71789 0.042 0.114 -0.215
H -3.43469 -4.61542 1.21238 -0.013 -0.206 -0.205
O -1.23431 -5.06777 1.21540 -0.098 0.491 -0.271
H 2.34545 -1.76450 -6.20744 0.108 -0.178 -0.294
C 0.31597 3.94562 6.42377 -0.895 0.322 -0.048
O 6.51173 -1.13863 0.10667 1.396 -0.577 0.243
H 1.26085 3.76211 5.91977 0.058 -0.186 0.200
H -2.96732 1.95811 -2.85155 -0.116 -0.206 -0.165
C 5.00629 0.82046 4.46004 -0.164 0.123 -0.002
H 3.87766 0.35275 1.11809 -0.387 -0.179 -0.425
O -3.86910 3.80011 -2.76509 -0.220 -0.162 -0.625
H 3.55387 -1.95000 3.54979 0.151 -0.051 0.098
C 0.42809 -2.93618 -4.18312 -0.469 -0.632 -0.752
C 5.89768 1.03728 0.76540 0.040 -0.203 1.243
O 0.90898 0.15232 0.81430 -0.226 0.384 0.449
C 7.04832 0.20054 0.21596 -0.930 0.659 -0.706
C 3.08521 3.11026 -3.32576 -0.952 0.050 0.284
N 4.99646 -0.53272 4.30557 -0.349 -0.545 -0.318
H -2.49043 4.12100 4.75852 -0.284 0.209 0.147
S -0.20170 0.62407 -1.92678 -1.172 1.260 -1.267
O 1.26632 -3.53601 -6.31880 0.339 0.111 -0.110
H -2.26113 3.15143 -3.92096 -0.013 0.116 0.136
H 2.55851 -3.58805 -0.52775 0.060 -0.131 0.034
H 2.08911 -1.54727 -3.99430 -0.296 -0.040 0.269
O -5.15239 -5.47443 0.39972 0.009 0.181 1.704
C 5.19549 -1.17389 0.26721 -1.695 1.184 0.884
H -6.40023 1.71990 -1.24739 0.396 -0.454 0.314
O 2.17394 1.84831 -0.38050 -0.806 0.525 0.287
C -1.48669 -1.03894 3.02272 0.594 1.050 -0.412
O 4.53162 -2.16978 0.37884 0.567 -0.434 -0.345
C 1.88725 -2.58721 -4.26490 0.862 1.657 1.337
H -4.60766 -4.85026 -2.59106 0.199 -0.141 -0.074
H 0.26369 5.71519 -2.81638 -0.064 -0.861 -0.536
H 7.91096 0.27245 0.87219 0.148 -0.603 -0.145
H -6.25413 0.10681 -2.18971 -0.602 -0.028 0.834
H 1.16400 1.85109 -5.68415 -0.592 0.102 -0.109
C -0.25864 -4.41299 0.95081 0.088 -0.931 0.014
C 0.69861 2.72001 1.65458 -0.782 -0.531 -0.519
C 0.21941 -3.71099 -5.49131 -0.858 0.400 0.046
H -3.03661 -3.31921 -0.80280 -0.203 0.366 -0.028
H -0.27213 -2.09864 -4.21667 0.306 0.247 -0.179
H -5.23003 1.33510 -2.56704 -0.182 0.946 -0.087
C -6.24483 1.20329 -2.19066 -0.007 -0.587 -0.688
F -1.41648 -1.77363 -1.92623 0.096 0.010 -0.821
C -0.87061 3.21271 5.81873 -0.021 -0.311 -0.352
F 0.82236 3.94519 1.19539 0.239 0.392 -0.179
H 0.15111 5.93672 -1.17732 0.181 -0.347 0.358
H 2.50061 0.41887 -7.11034 0.052 0.095 0.065
C -3.20323 2.77758 -3.52010 0.020 0.642 0.154
H -1.84731 -0.01084 2.93857 -0.190 -0.072 -0.119
C -1.28555 -1.37378 4.49786 0.244 -1.045 -0.834
H 1.99313 0.15883 3.31966 0.095 0.232 -0.410
H 5.91752 2.09694 0.51783 -0.028 -0.127 -0.472
H 5.95730 1.01338 1.85783 0.059 0.000 0.041
C 3.79692 1.32201 4.00361 1.282 -0.104 0.584
C -3.51465 2.06872 1.00283 0.157 0.058 0.365
H 3.60517 2.38105 3.98819 -0.380 -0.073 -0.063
C -2.49431 -2.03725 2.49255 -0.282 0.248 1.272
```
Forces are in eV/Å.

Values from the calculation:
- 2S+1 = 1
- charge = -1
- E (Ha) = -4571.10522
- LUMO level (eV) = 1.83
- highest occupied orbital energy (eV) = -7.12
- largest force on an atom (eV/Å) = 3.05

Results of the Löwdin charge analysis, in e, for atoms 1 through 99: atom 1 (H): 0.097, atom 2 (H): 0.110, atom 3 (H): 0.067, atom 4 (O): 0.113, atom 5 (O): -0.122, atom 6 (O): -0.130, atom 7 (C): -0.066, atom 8 (H): 0.115, atom 9 (H): 0.058, atom 10 (C): -0.143, atom 11 (O): -0.128, atom 12 (O): 0.110, atom 13 (C): -0.043, atom 14 (H): 0.123, atom 15 (S): 0.603, atom 16 (C): -0.161, atom 17 (O): 0.043, atom 18 (H): 0.127, atom 19 (H): 0.085, atom 20 (H): 0.113, atom 21 (H): 0.001, atom 22 (O): 0.091, atom 23 (H): 0.127, atom 24 (C): -0.145, atom 25 (H): 0.145, atom 26 (H): 0.053, atom 27 (O): -0.278, atom 28 (C): -0.136, atom 29 (H): 0.124, atom 30 (F): 0.161, atom 31 (O): 0.117, atom 32 (C): -0.173, atom 33 (H): 0.124, atom 34 (C): -0.509, atom 35 (C): -0.118, atom 36 (H): 0.115, atom 37 (H): 0.006, atom 38 (H): 0.102, atom 39 (H): 0.126, atom 40 (H): 0.117, atom 41 (C): -0.062, atom 42 (C): -0.495, atom 43 (C): -0.474, atom 44 (F): 0.123, atom 45 (H): 0.124, atom 46 (H): 0.131, atom 47 (N): -0.300, atom 48 (O): -0.127, atom 49 (H): 0.112, atom 50 (C): -0.156, atom 51 (C): -0.637, atom 52 (O): -0.275, atom 53 (F): 0.131, atom 54 (C): -0.120, atom 55 (C): -0.131, atom 56 (H): 0.096, atom 57 (H): 0.118, atom 58 (H): 0.065, atom 59 (H): 0.105, atom 60 (H): 0.065, atom 61 (H): 0.062, atom 62 (H): 0.076, atom 63 (H): 0.077, atom 64 (O): 0.029, atom 65 (F): 0.124, atom 66 (O): 0.019, atom 67 (H): 0.123, atom 68 (H): 0.130, atom 69 (H): 0.080, atom 70 (O): -0.119, atom 71 (C): -0.145, atom 72 (H): 0.085, atom 73 (H): 0.034, atom 74 (H): 0.058, atom 75 (H): 0.106, atom 76 (H): 0.057, atom 77 (H): 0.093, atom 78 (O): 0.103, atom 79 (H): 0.102, atom 80 (C): -0.066, atom 81 (O): 0.037, atom 82 (H): 0.121, atom 83 (H): 0.032, atom 84 (C): -0.149, atom 85 (H): 0.092, atom 86 (O): -0.122, atom 87 (H): 0.096, atom 88 (C): -0.065, atom 89 (C): -0.147, atom 90 (O): -0.307, atom 91 (C): -0.132, atom 92 (C): -0.169, atom 93 (N): 0.011, atom 94 (H): 0.122, atom 95 (S): 0.675, atom 96 (O): 0.033, atom 97 (H): 0.066, atom 98 (H): 0.107, atom 99 (H): 0.087